Record 1
The following is a quantum chemistry calculation of a 2-piece molecular cluster, C6H9NOS3 overall in a non-equilibrium geometry, from the Open Molecules 2025 dataset.

Calculated values
Highest occupied orbital energy (eV): -7.95
Kohn-Sham gap (eV): 7.48
SMILES: O/C=C1\CN=CS1.CC(=S)S
Multiplicity: 1
Total charge: 0

CARTESIAN COORDINATES (ANGSTROEM)
1 O -0.533 -2.050 0.278
2 C -0.924 -0.963 -0.386
3 C -1.346 0.167 0.223
4 C -1.777 0.381 1.653
5 N -1.994 1.776 1.925
6 C -2.067 2.448 0.903
7 S -1.857 1.635 -0.669
8 H -0.297 -1.831 1.182
9 H -0.816 -1.115 -1.490
10 H -2.683 -0.027 1.807
11 H -1.047 -0.108 2.379
12 H -2.341 3.605 0.904
13 C 2.987 -1.232 -1.160
14 C 1.986 -0.152 -0.794
15 S 1.716 0.178 0.780
16 S 1.278 0.724 -2.121
17 H 2.984 -1.235 -2.185
18 H 4.023 -0.971 -0.902
19 H 2.607 -2.304 -0.738
20 H 0.101 1.074 -1.587


Record 2
The following is a quantum chemistry calculation of C6H9NS as an isolated structure in a non-equilibrium geometry, from the Open Molecules 2025 dataset.

Calculated values
Highest occupied orbital energy (eV): -8.36
Kohn-Sham gap (eV): 8.45
Multiplicity: 1
Total charge: 0

CARTESIAN COORDINATES (ANGSTROEM)
1 C -0.738 1.810 0.002
2 C -0.817 0.345 -0.380
3 C 0.383 -0.413 -1.035
4 C -0.348 -1.630 -0.422
5 C 0.591 -0.449 1.278
6 C 1.428 -0.199 0.019
7 H -0.884 2.420 -0.866
8 H 0.185 2.123 0.453
9 H -1.518 2.046 0.728
10 H -1.716 0.174 -0.966
11 H 0.693 -0.317 -2.091
12 H 0.232 -2.532 -0.101
13 H -1.228 -1.929 -1.005
14 H 0.555 0.412 1.951
15 H 0.959 -1.321 1.853
16 N -0.762 -0.720 0.697
17 S 2.983 0.181 -0.115


Record 3
The following is a quantum chemistry calculation of a 2-piece molecular cluster, C6H9NS overall in a non-equilibrium geometry, from the Open Molecules 2025 dataset.

Calculated values
Highest occupied orbital energy (spin up / spin down) (eV): -8.07 / -8.19
Kohn-Sham gap (spin up / spin down) (eV): 7.34 / 7.51
Multiplicity: 1
Total charge: 0

CARTESIAN COORDINATES (ANGSTROEM)
1 C 2.064 0.243 0.191
2 C 0.021 -0.195 -1.839
3 C 0.585 -1.344 -2.513
4 C -1.388 0.150 1.586
5 C -0.080 0.989 1.089
6 C 0.797 -0.031 0.468
7 N 3.237 0.256 -0.119
8 S -0.810 1.057 -2.292
9 H 0.779 -2.144 -1.819
10 H 1.520 -1.094 -2.918
11 H -0.119 -1.795 -3.356
12 H -2.018 0.646 2.340
13 H -0.914 -0.715 2.050
14 H -2.093 -0.224 0.759
15 H -0.407 1.714 0.296
16 H 0.487 1.497 1.865
17 H 0.741 -1.065 0.985


Record 4
The following is a quantum chemistry calculation of one molecule with the formula C6H9NS2 in a non-equilibrium geometry, from the Open Molecules 2025 dataset.

Calculated values
Highest occupied orbital energy (eV): -7.89
Kohn-Sham gap (eV): 8.56
SMILES: [H]/N=C(\SC)[C@H]1CC=CS1
Multiplicity: 1
Total charge: 0

CARTESIAN COORDINATES (ANGSTROEM)
1 H -1.752 -1.614 -0.096
2 N -1.002 -1.009 -0.396
3 C -0.099 -0.784 0.454
4 S -0.095 -1.091 2.258
5 C -1.778 -0.723 2.661
6 C 1.281 -0.123 -0.089
7 C 1.164 -0.164 -1.682
8 C 0.884 1.199 -2.173
9 C 0.800 2.147 -1.254
10 S 1.279 1.674 0.348
11 H -1.889 -1.212 3.645
12 H -2.208 -1.377 1.935
13 H -2.134 0.314 2.593
14 H 2.098 -0.537 0.489
15 H 0.274 -0.745 -1.830
16 H 2.064 -0.490 -2.219
17 H 0.773 1.443 -3.183
18 H 0.339 3.092 -1.461


Record 5
The following is a quantum chemistry calculation of one molecule with the formula C6H9NS2 in a non-equilibrium geometry, from the Open Molecules 2025 dataset.

Calculated values
Highest occupied orbital energy (eV): -9.17
Kohn-Sham gap (eV): 9.90
SMILES: CC(C)(S)c1ccsn1
Multiplicity: 1
Total charge: 0

CARTESIAN COORDINATES (ANGSTROEM)
1 C -1.114 0.452 -0.015
2 C -0.264 -0.809 0.299
3 C -0.456 -1.352 1.746
4 S -0.778 -2.209 -0.826
5 C 1.200 -0.650 0.179
6 C 2.233 -1.343 -0.799
7 C 3.458 -0.900 -0.477
8 S 3.440 0.235 0.913
9 N 1.810 0.147 1.015
10 H -2.074 0.085 -0.208
11 H -0.854 0.911 -0.965
12 H -0.930 1.235 0.700
13 H 0.287 -2.258 1.728
14 H -1.429 -1.613 2.048
15 H 0.042 -0.746 2.391
16 H -0.371 -1.530 -1.803
17 H 1.877 -1.869 -1.745
18 H 4.414 -1.072 -0.987


Record 6
The following is a quantum chemistry calculation of one molecule with the formula C6H9O2P in a non-equilibrium geometry, from the Open Molecules 2025 dataset.

Calculated values
Highest occupied orbital energy (spin up / spin down) (eV): -5.10 / -8.09
Kohn-Sham gap (spin up / spin down) (eV): 5.64 / 4.67
Multiplicity: 3
Total charge: 0

CARTESIAN COORDINATES (ANGSTROEM)
1 C 2.295 0.513 0.316
2 C 1.631 -0.747 0.537
3 C 1.467 1.571 0.256
4 C 0.292 -0.652 0.645
5 C -0.703 -1.742 0.898
6 C -0.877 1.162 -1.153
7 O -1.977 -1.238 1.189
8 O -2.110 0.478 -1.170
9 P -0.243 1.093 0.618
10 H 3.366 0.570 0.200
11 H 2.179 -1.675 0.590
12 H 1.774 2.593 0.117
13 H -0.402 -2.337 1.768
14 H -0.736 -2.418 0.026
15 H -0.151 0.700 -1.837
16 H -1.002 2.220 -1.419
17 H -2.263 -0.692 0.442
18 H -2.541 0.600 -2.023


Record 7
The following is a quantum chemistry calculation of C6H9O7V as an isolated structure in a non-equilibrium geometry, from the Open Molecules 2025 dataset.

Calculated values
Highest occupied orbital energy (spin up / spin down) (eV): -5.28 / -5.77
Kohn-Sham gap (spin up / spin down) (eV): 8.60 / 9.09
Multiplicity: 2
Total charge: -1

CARTESIAN COORDINATES (ANGSTROEM)
1 O -1.924 -1.670 -0.669
2 V -0.884 -0.478 -0.328
3 C 2.661 -2.310 -1.713
4 C 1.270 -1.943 -1.245
5 O 0.755 -2.455 -0.233
6 O 0.595 -1.101 -1.921
7 H 2.590 -3.328 -2.102
8 H 3.339 -2.367 -0.857
9 H 3.100 -1.605 -2.412
10 C 1.596 0.122 2.863
11 C 0.501 0.018 1.830
12 O -0.425 -0.808 1.955
13 O 0.579 0.662 0.731
14 H 1.920 1.159 2.947
15 H 2.401 -0.524 2.519
16 H 1.224 -0.201 3.833
17 C -3.092 3.010 -0.780
18 C -2.322 1.726 -0.681
19 O -1.617 1.308 -1.642
20 O -2.422 0.931 0.305
21 H -3.334 3.350 0.226
22 H -4.033 2.796 -1.285
23 H -2.477 3.706 -1.342


Record 8
The following is a quantum chemistry calculation of C6H9PSi2 as an isolated structure in a non-equilibrium geometry, from the Open Molecules 2025 dataset.

Calculated values
Highest occupied orbital energy (eV): -8.43
Kohn-Sham gap (eV): 8.48
Multiplicity: 1
Total charge: 0

CARTESIAN COORDINATES (ANGSTROEM)
1 C -2.520 0.222 0.232
2 C -2.185 -1.082 0.236
3 C -1.533 1.184 -0.120
4 C -0.936 -1.543 -0.160
5 C -0.235 0.785 -0.436
6 C 0.051 -0.599 -0.422
7 Si 1.223 1.937 -0.589
8 Si 2.730 -0.166 0.690
9 P 1.716 -1.389 -0.951
10 H -3.546 0.639 0.424
11 H -2.925 -1.837 0.401
12 H -1.763 2.150 0.092
13 H -0.717 -2.695 -0.213
14 H 1.907 2.349 -1.854
15 H 0.665 3.176 -0.015
16 H 4.125 -0.519 0.529
17 H 2.543 -0.178 2.273
18 H 1.399 -2.434 -0.117


ΔE to the lowest compared entry with this formula, charge and spin values (in kcal per mole) by entry order: 33.3 41.7 98.4 45.4 37.8 3.4 0.0 24.4.